i) The following is a DFT calculation (the ωB97M-V functional and the def2-TZVPD basis) of C3H2N2O2 in the gas phase.

The geometry in ORCA input format:
```
! RIJCOSX wB97M-V def2-TZVPD def2/J DEFGRID3
* xyz 0 1
N -0.551 0.756 1.343
C 0.173 -0.072 0.755
O 0.234 -0.481 -0.567
C -0.626 0.001 -1.495
O -1.495 0.804 -1.310
C 2.326 -0.826 1.714
N 1.196 -0.740 1.407
H -1.209 1.193 0.708
H -0.387 -0.480 -2.451
*
```

The calculation puts the gap between HOMO and LUMO at 0.42258 Ha. The calculation puts the HOMO energy at -0.418 Ha.

ii) The following is a DFT calculation (the ωB97M-V functional and the def2-TZVPD basis) of C3H2N2O2 as an isolated structure.

The geometry in ORCA input format:
```
! RIJCOSX wB97M-V def2-TZVPD def2/J DEFGRID3
* xyz 0 1
C -1.749 0.293 0.081
C -0.243 -0.007 0.116
C 1.781 0.037 -0.052
H -2.084 1.331 -0.017
H 2.715 0.446 -0.027
N 0.083 -1.226 0.042
N 1.395 -1.168 -0.013
O -2.628 -0.589 -0.092
O 0.729 0.883 -0.038
*
```

The calculation puts the gap between HOMO and LUMO at 0.36655 Ha. The calculation puts the HOMO energy at -0.388 Ha.

Which one sits at the top of the stability order? i) does.

i) The following is a DFT calculation (the ωB97M-V functional and the def2-TZVPD basis) of C3H2N2O2 as an isolated structure.

The geometry in ORCA input format:
```
! RIJCOSX wB97M-V def2-TZVPD def2/J DEFGRID3
* xyz 0 1
N 1.101 0.721 2.077
C 0.336 0.387 1.178
O 0.683 -0.470 -0.769
C -0.576 -0.328 -1.275
O -0.263 -1.441 -1.888
C -0.976 0.093 0.853
N -1.600 -0.311 -0.121
H 2.084 0.784 1.821
H -0.789 0.564 -1.876
*
```

The calculation puts the gap between HOMO and LUMO (alpha / beta) at 0.28479 / 0.26511 Ha. The calculation puts the HOMO energy (alpha / beta) at -0.343 / -0.343 Ha.

ii) The following is a DFT calculation (the ωB97M-V functional and the def2-TZVPD basis) of C3H2N2O2 as an isolated structure.

The geometry in ORCA input format:
```
! RIJCOSX wB97M-V def2-TZVPD def2/J DEFGRID3
* xyz 0 1
N 1.089 0.890 1.873
C 0.421 0.539 0.848
O -0.180 1.071 -0.145
C -0.710 -0.631 -1.458
O -0.045 -0.676 -2.399
C 0.185 -0.934 0.577
N -0.236 -1.805 -0.088
H 1.168 1.909 1.884
H -1.692 -0.364 -1.092
*
```

The calculation puts the gap between HOMO and LUMO at 0.33345 Ha. The calculation puts the HOMO energy at -0.367 Ha.

Which one sits at the top of the stability order? ii) does.

i) The following is a DFT calculation (the ωB97M-V functional and the def2-TZVPD basis) of C3H2N2O2 in the gas phase.

The geometry in ORCA input format:
```
! RIJCOSX wB97M-V def2-TZVPD def2/J DEFGRID3
* xyz 0 1
O 2.611 -0.392 0.368
C 1.505 -0.647 0.761
C 0.272 -0.086 0.121
N -0.151 -0.189 -1.096
C -1.346 0.483 -1.013
N -1.626 0.973 0.160
O -0.546 0.588 0.929
H 1.309 -1.312 1.619
H -2.027 0.582 -1.848
*
```

The SMILES is O=Cc1ncno1. The calculation puts the gap between HOMO and LUMO at 0.39856 Ha. The calculation puts the HOMO energy at -0.410 Ha.

ii) The following is a DFT calculation (the ωB97M-V functional and the def2-TZVPD basis) of C3H2N2O2 as an isolated structure.

The geometry in ORCA input format:
```
! RIJCOSX wB97M-V def2-TZVPD def2/J DEFGRID3
* xyz 0 1
C -1.354 -1.353 -2.224
C 0.061 0.046 0.034
C -0.492 0.129 -1.145
N -1.924 -2.226 -2.672
N -0.604 1.203 -2.066
O -1.119 1.008 -3.125
O -0.265 2.324 -1.732
H 0.302 1.034 0.478
H 0.177 -0.823 0.698
*
```

The calculation puts the gap between HOMO and LUMO at 0.36468 Ha. The calculation puts the HOMO energy at -0.424 Ha.

Which one sits at the top of the stability order? i) does.

i) The following is a DFT calculation (the ωB97M-V functional and the def2-TZVPD basis) of C3H2N2O2 in the gas phase.

The geometry in ORCA input format:
```
! RIJCOSX wB97M-V def2-TZVPD def2/J DEFGRID3
* xyz 0 1
H 2.277 -0.456 0.657
N 1.433 -0.640 1.198
C 0.441 -0.055 0.694
C -0.866 -0.168 1.335
N -1.893 -0.227 1.856
O 0.507 0.831 -0.424
C -0.350 0.431 -1.476
O -0.961 -0.582 -1.385
H -0.609 0.842 -2.455
*
```

The SMILES is [H]/N=C(/C#N)OC=O. The calculation puts the gap between HOMO and LUMO at 0.41768 Ha. The calculation puts the HOMO energy at -0.422 Ha.

ii) The following is a DFT calculation (the ωB97M-V functional and the def2-TZVPD basis) of C3H2N2O2 in the gas phase.

The geometry in ORCA input format:
```
! RIJCOSX wB97M-V def2-TZVPD def2/J DEFGRID3
* xyz 0 1
O -1.158 0.425 -1.659
C 0.006 0.266 -1.469
C 0.373 -1.096 -0.483
N -0.071 -1.289 0.619
C -0.223 -0.242 1.533
N 0.161 0.919 1.130
O 0.718 0.965 -0.053
H 0.860 0.461 -2.123
H -0.665 -0.410 2.504
*
```

The calculation puts the gap between HOMO and LUMO at 0.34257 Ha. The calculation puts the HOMO energy at -0.383 Ha.

iii) The following is a DFT calculation (the ωB97M-V functional and the def2-TZVPD basis) of C3H2N2O2 in the gas phase.

The geometry in ORCA input format:
```
! RIJCOSX wB97M-V def2-TZVPD def2/J DEFGRID3
* xyz 0 1
N 0.342 -1.533 -1.980
C -0.029 -1.209 -0.990
C -0.149 -0.759 0.365
O 0.826 0.234 0.523
C 0.271 1.358 0.356
N -1.028 1.358 0.090
O -1.350 -0.026 0.629
H 0.078 -1.640 0.975
H 1.038 2.217 0.030
*
```

The SMILES is N#C[C@H]1OC=NO1. The calculation puts the gap between HOMO and LUMO at 0.40314 Ha. The calculation puts the HOMO energy at -0.382 Ha.

Which one sits at the top of the stability order? i) does.